The following is a quantum chemistry calculation of a 2-piece molecular cluster, C5H7ClN2O overall at a distorted geometry, from the Open Molecules 2025 dataset.

```
16
Properties=species:S:1:pos:R:3:forces:R:3:nbo_charge:R:1
C 0.47774 -2.08241 -0.28677 -2.87 1.07 -0.12 0.089
C 3.37289 0.44030 -0.30794 0.00 1.65 -2.37 0.489
C -0.60211 -0.92384 -0.10748 -0.40 -3.02 1.61 -0.519
C 0.18092 0.22369 -0.64753 0.47 1.87 0.44 -0.159
C 0.67287 1.21134 0.43306 1.98 3.12 -2.87 -0.592
N 1.38144 -1.64829 -1.09131 2.33 -2.41 0.33 -0.263
N 1.38455 -0.39961 -1.30742 -0.56 2.42 -0.78 -0.142
O 3.87530 1.33428 -0.90031 -0.47 -1.61 1.22 -0.486
Cl 3.97842 -0.67400 0.82599 0.47 -0.53 0.61 0.028
H 0.38470 -3.14775 -0.08531 -0.05 0.33 0.17 0.204
H -1.47500 -1.16722 -0.67877 -0.24 -0.27 -1.36 0.238
H -1.18554 -1.01845 0.87082 1.69 1.03 -0.44 0.240
H -0.34179 0.82095 -1.44191 0.41 -0.79 0.64 0.229
H 1.82066 1.31811 0.34660 -1.98 -0.41 0.42 0.211
H 0.42447 0.97917 1.40689 -0.67 -0.58 2.00 0.212
H 0.40297 2.31584 0.19840 -0.12 -1.87 0.49 0.221
```
Positions in Å, forces in eV/Å.

Calculated values
Relative energy (zero: lowest compared OMol25 entry of this formula, charge and spin) = 467.2 kJ/mol
Highest occupied orbital energy (spin up / spin down) = -8.674 / -8.023 eV
Kohn-Sham gap (spin up / spin down) = 8.191 / 7.112 eV
LUMO energy (spin up / spin down) = -0.48 / -0.91 eV
Molecular weight = 146.577 Da
Spin multiplicity = 1
Net charge = 0